Computed, not measured: 11 unconnected molecules or ions with the total composition C44H121N11O11 at a distorted geometry, with the ωB97M-V functional and the def2-TZVPD basis.

The geometry in XYZ format:
```
187
Properties=species:S:1:pos:R:3:forces:R:3
C 9.968 0.223 25.058 -0.1048 0.4472 0.5984
H 12.850 2.844 16.033 0.0303 -0.0229 0.2228
H 13.078 6.508 22.099 0.2465 -0.3289 -0.2277
H 12.027 8.736 20.363 -0.7985 -0.0172 0.2526
C 16.848 1.627 27.913 -0.1500 -0.0989 0.0916
O 11.083 9.880 22.680 -0.7199 -0.5747 0.5843
H 8.992 1.884 27.025 -0.2021 0.4308 0.1419
H 11.325 -4.379 21.033 0.2128 -0.1700 -0.2632
H 13.246 -4.267 19.350 -0.2821 -0.2226 0.0732
H 11.483 7.487 14.051 0.6325 -0.9321 -0.3861
C 16.499 0.288 27.242 -1.8917 0.7312 -1.5380
H 12.368 1.272 26.278 0.0204 -0.1089 0.1120
H 11.708 4.053 20.594 0.1738 0.2321 -0.3300
H 16.548 3.729 23.721 0.1758 0.2889 -0.4722
H 14.794 -2.069 18.781 -0.4093 -0.9819 -0.3100
H 10.358 -2.287 24.391 0.2077 -0.3095 -0.1928
H 4.445 1.116 22.111 -0.2840 0.2104 0.3221
H 8.448 3.447 21.691 0.3604 0.1735 -0.0133
C 13.551 -4.600 29.184 -0.2150 0.0982 -0.1369
N 12.033 -4.383 21.758 0.9591 0.1644 0.6205
N 14.326 -1.517 14.550 0.1115 0.4598 0.5781
H 14.316 -4.575 29.963 0.5437 -0.3946 -0.4999
H 11.535 4.540 25.826 0.0292 0.2370 0.1126
H 14.523 -0.629 14.098 0.2516 -0.2370 -0.2502
C 14.092 4.005 24.948 -0.4985 -0.0936 -0.6324
O 14.417 -3.127 20.591 -0.4145 -0.0195 0.5461
H 16.219 -0.536 27.909 0.8444 -0.0629 0.3946
C 10.730 -1.569 23.660 0.1428 1.2650 -0.6044
H 16.500 2.436 20.121 -0.3109 0.2744 -0.4641
H 14.945 4.106 19.065 -0.0458 0.1396 -0.4448
H 11.506 2.197 21.932 -0.1453 -0.1966 -0.1065
H 15.771 -5.646 28.003 0.1555 -0.3837 -0.0995
H 12.333 -6.609 20.090 -0.0875 0.4709 -0.0149
H 10.988 4.783 24.182 0.0437 0.1540 -0.0545
N 13.625 -6.994 28.847 0.0609 -0.4254 0.2716
H 5.561 -1.751 22.021 -0.1454 0.0275 -0.0805
H 9.839 11.309 23.254 -0.4226 0.0070 0.2577
C 18.335 1.507 21.484 0.3298 0.6338 -0.6452
H 5.405 -0.733 20.577 -0.1538 0.3884 0.1780
H 8.420 2.301 25.589 0.1986 0.0008 -0.2637
C 14.933 -5.663 27.304 -0.5280 0.8059 0.7488
C 12.269 2.206 21.154 2.3578 0.8748 -1.0100
C 9.496 7.630 14.413 -0.2910 -0.9430 0.0743
H 6.980 -1.237 21.138 -0.0791 -0.1295 -0.0514
H 13.132 -4.185 25.678 0.1021 0.1215 0.8889
H 13.068 10.122 21.803 0.3908 0.1717 -0.1994
C 11.206 8.471 22.437 1.2936 1.4847 -1.0893
C 13.923 -4.394 20.199 1.1529 -0.5862 0.2122
H 9.651 8.708 14.403 0.0571 -0.0010 0.5624
H 13.577 -3.642 28.660 -0.4785 0.1679 0.3589
H 11.848 6.390 20.791 0.1562 -0.4147 0.1781
N 4.930 0.779 22.943 -0.0391 0.8747 -0.8297
C 17.124 -1.383 25.715 0.2132 -1.2169 0.7716
H 13.471 6.876 20.333 0.2824 -0.1866 0.2607
H 10.897 2.042 24.820 -0.5310 0.6213 -0.0241
H 14.453 -7.557 28.709 0.0121 0.0779 -0.0720
C 11.440 1.634 26.735 1.0515 -1.2676 -0.4179
C 12.961 -6.568 20.988 -0.0131 0.5167 -0.6955
H 11.638 5.697 18.274 0.1463 0.1444 0.5643
H 14.312 -5.025 24.778 0.2590 -0.0407 -0.0246
C 10.382 1.582 25.677 0.2497 0.4513 -1.9715
H 13.890 -5.034 22.284 0.3704 -0.2750 -0.1747
H 14.412 1.704 21.064 -0.2597 -0.4792 -0.4052
H 16.324 5.126 18.439 0.0448 -0.2548 -0.0382
H 12.265 5.867 24.852 -0.0704 0.0276 0.0107
H 13.378 -2.409 17.103 -0.2611 -0.0648 0.2008
H 8.802 7.265 15.174 -0.2848 0.5175 -0.0653
H 14.805 1.926 27.954 -0.0866 0.1034 0.0909
C 5.991 -0.906 21.482 0.8708 -0.6627 -0.5118
O 10.371 6.108 16.807 -0.9992 0.4688 0.5476
C 13.272 -5.122 21.392 -1.7311 0.4320 -1.2260
H 9.071 7.418 13.428 -0.0682 -0.0795 0.0260
H 11.502 7.753 16.325 0.4232 -0.1030 0.0917
H 10.038 -1.427 22.817 -0.4544 -0.2220 0.2582
H 14.018 4.132 26.033 -0.0107 0.0554 0.0316
H 12.821 -5.669 27.432 -0.2230 0.2123 0.2453
C 13.091 0.022 16.014 0.2407 -1.2976 1.2083
H 11.637 2.672 26.988 -0.2663 -0.0718 0.5005
H 10.332 4.895 14.768 -0.0555 -0.2912 -0.2729
C 11.327 6.731 15.975 -0.5839 -0.1485 -0.5862
H 10.266 8.073 22.051 -0.1168 -0.2702 0.3083
H 17.250 2.314 27.168 0.4928 -0.3851 -0.1573
H 13.095 4.099 21.389 -0.0754 -0.1593 0.1699
H 13.957 2.408 22.556 -0.4094 0.2159 0.1016
H 14.565 5.121 23.250 -0.1699 0.2141 0.0380
O 13.361 1.072 15.140 0.2975 -0.3798 -0.3502
O 17.870 2.844 21.506 -0.1344 0.7653 0.1488
N 12.601 3.572 20.673 -0.8998 0.3403 0.2923
H 9.058 2.855 23.287 0.3667 -0.1776 -0.4302
C 11.863 4.854 24.830 -0.2109 -0.3806 0.0352
C 13.645 -5.708 28.149 0.8246 -0.7748 0.1103
O 13.260 0.493 22.381 0.8203 -0.2173 -0.0404
C 14.382 -0.124 22.969 -0.1273 -0.7236 0.0450
H 15.617 -1.548 20.083 0.0148 -0.3193 0.7453
H 12.166 0.069 16.607 -0.5312 0.5878 -0.6023
O 10.989 -0.315 24.260 0.4659 0.2419 0.8858
N 15.626 2.326 28.395 0.5214 -0.6310 0.2772
H 14.769 -5.014 19.871 0.0802 0.0731 -0.2181
C 13.739 2.305 15.684 -0.4044 0.8800 0.4142
H 17.915 -1.667 25.025 -0.1620 0.2999 -0.3286
H 10.882 1.112 19.883 -0.1026 0.2870 -0.0692
H 14.247 -2.247 13.856 -0.0574 0.0607 -0.0767
H 6.699 1.773 20.993 0.3494 -0.5202 -0.5504
H 15.563 2.148 29.392 -0.3681 0.0821 -0.0264
H 10.868 7.250 18.577 -0.1598 0.3652 -0.6592
C 15.258 -2.502 19.677 0.6899 1.5635 -0.2318
H 14.494 -3.296 25.033 0.1358 0.0371 0.1638
H 12.666 -4.820 29.785 -0.3846 0.6165 -0.3528
O 7.126 2.392 22.823 -0.2793 0.7146 1.1691
H 12.221 6.101 15.894 0.2953 0.3362 0.4861
H 11.236 0.951 27.565 -0.0993 0.4646 0.3367
C 12.310 8.355 21.350 0.8526 0.1657 -0.5367
H 8.172 0.988 21.742 -0.1174 -0.4414 -0.2223
C 17.798 1.370 29.087 -0.1017 -0.2840 -1.3964
C 10.693 6.247 18.174 1.4626 -0.9931 0.2843
C 15.642 4.924 19.265 -0.1162 -0.6839 0.3869
H 15.530 0.468 26.743 -0.1885 0.1101 0.0617
H 15.677 4.437 21.349 0.0774 -0.4462 0.0241
H 17.885 5.237 21.614 0.3071 0.5675 -0.0499
O 17.351 -0.079 26.172 0.5046 0.0411 0.5513
H 12.819 -7.581 28.699 -0.0784 0.1675 -0.1867
H 15.076 7.153 24.264 0.1042 -0.1175 -0.1040
H 14.182 2.946 14.922 -0.0253 -0.3526 -0.2822
C 10.786 6.805 14.560 -0.0963 1.4052 -0.4314
C 7.141 1.314 21.888 -1.1876 1.5766 0.7011
H 8.151 4.273 23.224 -1.2739 -0.1013 0.0638
C 6.189 0.249 22.439 0.4252 -1.0096 0.6696
H 10.004 5.776 18.874 -0.5347 -0.1796 -0.6265
C 9.838 10.223 23.312 0.7989 0.0078 -1.2117
C 11.942 1.388 19.904 -1.1237 -1.5308 -0.1488
H 9.718 9.872 24.337 0.2510 -0.0931 0.0513
C 16.409 4.535 20.537 -0.0643 1.6737 -0.7235
H 16.128 -1.621 25.325 -0.0792 0.7361 -0.4509
H 17.292 0.586 29.652 0.1508 0.4454 0.7883
H 14.946 -6.555 26.671 0.2050 0.1171 -0.3045
C 14.928 5.094 24.282 0.9487 -0.0785 -0.7322
C 17.180 3.272 20.324 0.1018 -1.7119 0.4240
H 17.194 -2.122 26.526 0.2115 0.1858 0.2693
H 12.430 -3.445 21.796 -0.8311 0.3093 0.2121
H 17.886 3.335 19.490 -0.0038 0.3348 -0.0733
H 13.879 -7.040 20.635 0.0096 -0.4466 0.6152
C 14.218 -4.226 25.529 -0.3010 -0.4583 -1.4241
N 10.671 5.453 13.987 0.0154 0.7556 0.5469
O 12.807 3.923 24.330 0.0357 0.0943 0.2230
H 6.693 -0.216 23.296 0.1071 0.2915 0.0932
H 11.660 -2.372 16.434 0.1082 -0.0052 0.6023
H 14.940 -0.746 22.261 0.1022 0.2623 -0.2753
H 12.371 -7.117 21.718 0.5425 -0.0979 0.3625
H 4.333 0.058 23.326 0.2284 -0.2404 0.0174
N 17.354 5.637 20.838 -0.0615 -0.9519 0.7195
H 18.086 1.068 22.447 -0.0249 -0.3544 -0.1314
N 9.254 2.372 26.168 -0.3044 -0.6620 0.2180
O 15.086 -4.444 26.599 -0.1107 0.0991 0.2604
H 12.858 -3.424 15.753 0.1789 0.0425 -0.0791
C 13.074 -1.311 15.264 -0.7346 0.0855 -0.3140
H 15.253 6.499 25.743 -0.0154 -0.0836 0.0119
H 14.464 2.260 16.504 -0.0514 -0.4320 0.0580
H 12.172 1.807 18.925 0.1162 0.7529 0.3561
C 12.745 6.909 21.139 -0.9822 0.7710 0.0818
H 12.406 0.397 19.845 0.3130 0.0999 0.5989
H 16.719 4.493 25.251 -0.0197 -0.0366 0.0617
H 18.070 2.297 29.584 -0.1402 -0.2134 0.4542
H 9.114 0.406 24.394 -0.3669 0.0494 0.2826
H 17.097 5.475 23.915 -0.2669 -0.0169 -0.6200
C 8.209 3.294 22.747 1.0098 -0.9855 -0.4619
N 13.501 9.208 21.664 -1.3104 -0.7388 1.2006
H 14.023 -0.837 23.714 -0.1224 0.2142 0.2041
H 19.415 1.480 21.312 0.0996 0.0867 0.3146
H 9.067 9.791 22.670 -0.4484 0.2479 0.2844
C 12.729 -2.451 16.229 0.0351 0.2883 -0.7825
H 15.069 0.584 23.441 -0.0662 0.1362 0.0586
H 14.504 3.017 24.731 0.3633 0.0997 0.1876
H 9.909 5.500 13.321 0.0819 -0.3564 -0.1260
H 11.672 -1.787 23.159 0.0274 -0.6729 0.4120
C 16.403 4.691 24.214 0.0766 -0.6455 1.5905
H 16.165 -3.065 19.445 -0.2153 -0.3488 -0.2252
H 15.046 5.824 19.401 0.0566 0.0386 0.2243
H 9.665 -0.398 25.914 -0.0511 -0.5975 -0.3040
N 14.746 6.412 24.869 -0.5546 0.2744 0.2683
H 18.696 0.888 28.694 0.1459 0.1806 0.0453
H 12.231 -1.215 14.564 -0.0254 -0.1258 -0.1319
H 16.810 6.395 21.242 0.1263 0.1276 -0.0947
H 13.792 -0.113 16.853 0.7879 0.5302 -0.3688
H 17.935 0.981 20.611 -0.4333 -0.3022 0.3546
H 13.629 8.928 22.645 0.8154 0.2687 -0.1026
H 11.579 8.014 23.357 -0.3386 -0.4894 0.0272
C 13.578 1.728 21.780 -0.4883 -0.2101 0.5712
```
Forces are in eV/Å.

Values from the calculation:
E_HOMO: -9.0 eV
electronic energy: -86495.274 eV
structure (SMILES): COC[C@H](C)N.COC[C@H](C)N.COC[C@H](C)N.COC[C@H](C)N.COC[C@H](C)N.COC[C@H](C)N.COC[C@H](C)N.COC[C@H](C)N.COC[C@H](C)N.COC[C@H](C)N.COC[C@H](C)N
multiplicity: 1